A structure of composition C29H27N5O2PdS2. Source: the Open Molecules 2025 dataset; level of theory: ωB97M-V/def2-TZVPD.

Each line ends with the Mulliken charge.
Geometry (Å):
Pd 0.285 0.324 0.575  0.141
C 0.329 -2.084 4.037  -1.149
C -0.381 -1.147 3.094  1.219
N 0.308 -0.146 2.618  -0.528
N 1.487 0.195 3.182  -0.444
C 2.530 0.335 2.431  0.609
S 2.646 -0.087 0.752  -0.352
S 4.013 0.890 3.194  -0.167
C 3.709 0.334 4.898  -1.011
C 3.604 -1.163 5.091  0.646
C 3.103 -1.628 6.306  -0.564
C 3.006 -2.986 6.563  -0.479
C 3.401 -3.906 5.602  -0.474
C 3.893 -3.453 4.388  -0.526
C 3.996 -2.091 4.134  -0.270
C -1.774 -1.349 2.772  -0.112
C -2.546 -2.117 3.669  -0.658
C -3.878 -2.367 3.472  -0.801
C -4.503 -1.871 2.319  -0.384
C -3.793 -1.125 1.419  -0.632
C -2.411 -0.821 1.595  0.905
O -1.836 -0.134 0.675  -0.584
H 1.385 -2.123 3.778  0.088
H -0.087 -3.087 3.980  0.469
H 0.255 -1.723 5.066  0.442
H 2.797 0.822 5.234  0.330
H 4.555 0.734 5.462  0.544
H 2.787 -0.914 7.058  0.388
H 2.619 -3.328 7.515  0.385
H 3.323 -4.967 5.796  0.389
H 4.201 -4.161 3.628  0.398
H 4.381 -1.757 3.180  0.411
H -2.081 -2.492 4.572  0.363
H -4.444 -2.931 4.202  0.382
H -5.551 -2.081 2.145  0.366
H -4.260 -0.735 0.524  0.403
C 2.742 9.685 6.024  -1.367
C 3.078 8.543 5.103  0.723
C 4.335 8.433 4.519  -0.738
C 4.631 7.402 3.645  -0.728
C 3.673 6.444 3.324  0.420
N 4.038 5.421 2.428  -0.047
C 3.337 4.730 1.471  0.244
O 3.875 3.862 0.816  -0.653
N 2.025 5.133 1.290  -0.107
C 1.024 4.427 0.623  0.397
C -0.193 5.053 0.362  -0.415
C -1.205 4.335 -0.247  -0.595
C -1.002 3.003 -0.554  -0.415
N 0.165 2.399 -0.321  -0.737
C 1.164 3.091 0.238  0.110
C 2.426 6.517 3.942  -0.279
C 2.140 7.560 4.811  -0.631
H 3.582 10.372 6.117  0.336
H 2.486 9.323 7.021  0.318
H 1.884 10.244 5.646  0.326
H 5.098 9.169 4.745  0.291
H 5.616 7.332 3.198  0.366
H 5.018 5.190 2.400  0.244
H 1.767 6.036 1.653  0.335
H -0.334 6.094 0.627  0.391
H -2.151 4.806 -0.473  0.406
H -1.779 2.398 -1.000  0.395
H 2.114 2.595 0.349  0.677
H 1.689 5.740 3.787  0.600
H 1.167 7.601 5.286  0.390

The net charge is 0. The calculation puts the energy at -2469.79365 Ha. The largest force on an atom comes out at 1.03 eV Å⁻¹. The value obtained for the orbital gap (spin up / spin down) is 7.50 / 5.54 eV. The LUMO energy (spin up / spin down) comes out at 0.33 / -1.68 eV. For the molar mass, the calculation gives 648.1 g mol⁻¹. Its spin multiplicity is 3.